No. 1
Below is an isolated ion of composition C5H10O2S and charge +1, with properties calculated with ωB97M-V/def2-TZVPD.

Last column: Löwdin charge in e.
Atoms and positions in Å:
O: -0.67391 -1.03891 -3.35572  0.1390
C: -1.11227 -0.17999 -2.64742  -0.5142
O: -1.51919 1.02411 -3.14477  0.0978
C: -1.28363 -0.21074 -1.14912  -0.0894
C: 0.03887 0.11015 -0.37354  -0.2137
C: -0.18755 -0.16650 1.09584  -0.4202
S: 0.61438 1.02635 2.21805  1.1812
C: 2.07510 0.03353 2.84257  -0.2318
H: -1.34832 1.08272 -4.10269  0.1407
H: -1.97618 0.60369 -0.91491  0.1290
H: -1.59094 -1.18529 -0.77856  0.1363
H: 0.49217 1.03869 -0.70314  0.1272
H: 0.64864 -0.75648 -0.68389  0.1337
H: -1.25308 0.07425 1.26707  0.1025
H: 0.13080 -1.14539 1.42322  0.0945
H: 2.25140 0.54862 3.78866  0.0502
H: 1.74898 -0.98539 3.02187  0.0615
H: 2.94475 0.12659 2.19647  0.0758

Summary:
E_tot = -744.8608 a.u.
2S+1 = 2
gap between HOMO and LUMO (alpha / beta) = 10.0 / 5.2 eV
total charge = +1
relative energy (zero: lowest compared OMol25 entry of this formula, charge and spin) = 42.5 kJ/mol
E_HOMO (alpha / beta) = -0.5030 / -0.5029 Eh
F_max = 3.00 eV/Å


No. 2
Below is a 2-piece molecular cluster, C4H8ClN overall, with properties calculated with ωB97M-V/def2-TZVPD.

Last column: Löwdin charge in e.
Atoms and positions in Å:
C: 0.48260 0.87902 0.53548  0.0115
C: 0.19946 -2.59315 0.84282  -0.2005
C: -0.04617 2.78921 -1.02825  -0.0815
C: -0.44582 -1.50387 0.08383  -0.6480
N: -0.11343 1.47421 -0.34290  -0.1029
Cl: -0.38719 -1.47803 -1.68111  0.5022
H: 1.05019 0.96939 1.39702  0.0343
H: 1.13760 -2.97051 0.43727  0.0717
H: -0.41988 -3.46051 0.90657  0.0551
H: 0.39693 -2.20398 1.84392  0.0694
H: 0.60994 3.50867 -0.50917  0.0796
H: -1.06964 3.13841 -0.74083  0.0902
H: 0.04445 2.42220 -2.01354  0.0634
H: -1.43904 -0.97107 0.26890  0.0556

Summary:
E_tot = -671.9712 a.u.
gap between HOMO and LUMO (alpha / beta) = 7.7 / 7.9 eV
relative energy (zero: lowest compared OMol25 entry of this formula, charge and spin) = 434.6 kJ/mol
E_HOMO (alpha / beta) = -0.2537 / -0.2672 Eh
F_max = 4.16 eV/Å


No. 3
Below is C15H11F5N2RhS2Si as an isolated structure, with properties calculated with ωB97M-V/def2-TZVPD.

Last column: Löwdin charge in e.
Atoms and positions in Å:
Rh: 0.08018 -0.46010 0.18813  0.5025
S: -1.99561 0.54753 -0.05186  0.6304
C: -3.08314 -0.65387 0.59982  -0.6904
C: -4.44071 -0.66901 0.27435  -0.0516
C: -5.29874 -1.60098 0.83408  -0.1936
C: -6.69617 -1.59178 0.47726  -0.1823
N: -7.80830 -1.56530 0.18685  0.1516
C: -4.79417 -2.54252 1.74931  -0.1948
C: -3.44519 -2.52780 2.06291  -0.0547
C: -2.58534 -1.59615 1.48556  -0.6668
S: -0.87534 -1.58898 1.89581  0.6629
C: -5.66117 -3.52118 2.35751  -0.1836
N: -6.33919 -4.30741 2.85157  0.1508
H: -4.82272 0.05591 -0.43286  0.1168
H: -3.04645 -3.25637 2.75801  0.1175
C: 4.81088 -2.30928 2.56309  -0.1930
Si: 4.90446 -1.05703 1.18382  0.3716
C: 5.95788 0.39079 1.71223  -0.2001
C: 5.63493 -1.88346 -0.32102  -0.1940
C: 3.23310 -0.47049 0.78260  -0.2481
C: 2.09387 -0.12321 0.48657  -0.2215
H: 5.80742 -2.65163 2.85593  0.0251
H: 4.23089 -3.17684 2.23906  0.0294
H: 4.31680 -1.89052 3.44256  0.0290
H: 6.97939 0.08403 1.95395  0.0234
H: 5.52465 0.86735 2.59478  0.0274
H: 6.00284 1.14092 0.91927  0.0272
H: 6.66404 -2.20952 -0.14474  0.0241
H: 5.62596 -1.21080 -1.18152  0.0303
H: 5.03610 -2.75919 -0.58285  0.0260
F: -1.20412 -2.29059 -1.40804  0.0434
C: -0.00892 -1.65290 -1.34079  -0.5542
F: 0.14148 -0.97375 -2.50744  0.0529
C: 1.07895 -2.76419 -1.33189  -0.6021
F: 1.21709 -3.30949 -0.12202  0.1186
F: 0.75688 -3.76256 -2.18178  0.1335
F: 2.25984 -2.27842 -1.71758  0.1364

Summary:
E_tot = -2383.5437 a.u.
gap between HOMO and LUMO = 6.9 eV
total charge = -1
relative energy (zero: lowest compared OMol25 entry of this formula, charge and spin) = 33.9 kJ/mol
E_HOMO = -0.2022 Eh
F_max = 2.56 eV/Å


No. 4
Below is C9H15N3O4PdS as an isolated structure, with properties calculated with ωB97M-V/def2-TZVPD.

Last column: Löwdin charge in e.
Atoms and positions in Å:
Pd: -0.26679 0.20678 0.12188  0.5902
O: -4.23435 -0.60068 -1.02839  -0.4446
S: -2.80254 -0.74777 -0.72546  0.1993
O: -2.43989 0.18118 0.43125  -0.5320
O: -1.95378 -0.27449 -1.87196  -0.4865
O: -2.46457 -2.13726 -0.37654  -0.4515
C: 1.27208 -0.33315 4.16679  -0.0850
C: 0.14418 -0.22320 3.13858  -0.6242
C: -0.69741 -1.50325 3.10788  -0.0631
C: -0.76896 0.96273 3.44958  -0.0759
C: 0.71483 -0.04140 1.76221  -0.5301
N: 1.71642 -0.05638 1.08475  0.0002
H: 0.86081 -0.48554 5.17121  0.0659
H: 1.87988 0.57425 4.17072  0.0712
H: 1.92579 -1.17313 3.92458  0.0711
H: -1.17054 -1.65474 4.08574  0.0727
H: -0.07118 -2.36901 2.88073  0.0816
H: -1.46569 -1.43226 2.33387  0.0692
H: -1.22427 0.82763 4.43779  0.0714
H: -1.55307 1.02540 2.69252  0.0646
H: -0.20394 1.89832 3.44553  0.0757
C: 0.87611 -0.96512 -2.83988  -0.0376
C: 1.04603 0.36470 -3.48090  -0.3985
N: 1.18495 1.52460 -2.89530  0.1032
C: 1.31384 2.44987 -3.90092  -0.1832
C: 1.23068 1.85144 -5.12333  -0.1488
N: 1.07127 0.50759 -4.84003  0.0641
H: -0.15770 -1.08139 -2.48638  0.0437
H: 1.52511 -1.04189 -1.96703  0.0639
H: 1.11603 -1.75813 -3.55539  0.0639
H: 1.43827 3.49982 -3.68688  0.0781
H: 1.26520 2.23248 -6.12918  0.0763
H: 0.89320 -0.22800 -5.49805  0.1346

Summary:
E_tot = -1343.2610 a.u.
gap between HOMO and LUMO = 5.4 eV
total charge = -2
relative energy (zero: lowest compared OMol25 entry of this formula, charge and spin) = 48.7 kJ/mol
E_HOMO = -0.0136 Eh
F_max = 0.45 eV/Å


No. 5
Below is C50H45AsCoFN5O5 as an isolated structure, with properties calculated with ωB97M-V/def2-TZVPD.

Last column: Löwdin charge in e.
Atoms and positions in Å:
Co: -0.20829 1.30176 2.17256  0.5986
O: 1.79345 1.27471 2.88742  -0.1525
C: 2.07551 1.14046 4.12052  -0.3546
C: 3.24703 1.75720 4.66101  -0.0268
C: 3.65037 1.55150 5.95127  -0.1047
C: 2.90756 0.73016 6.81842  -0.1322
C: 1.75004 0.16082 6.35702  -0.0768
C: 1.29011 0.35527 5.03880  -0.1384
C: 0.01769 -0.19444 4.69800  -0.0896
N: -0.60569 -0.11108 3.57707  -0.0294
C: -1.92507 -0.73655 3.50857  -0.1786
C: -2.76329 -0.11480 2.36094  -0.1857
N: -2.29273 1.23372 2.20454  -0.0299
C: -3.00144 2.25726 1.90156  -0.0796
C: -2.48424 3.58139 2.08385  -0.1505
C: -3.19859 4.69219 1.60374  -0.0719
C: -2.81182 5.97585 1.88964  -0.1246
C: -1.68524 6.18138 2.70207  -0.0966
C: -0.93967 5.12608 3.15873  -0.0086
C: -1.26845 3.78155 2.83719  -0.3357
O: -0.51923 2.83002 3.26624  -0.0997
H: 3.81153 2.39627 3.99257  0.0945
H: 4.55862 2.02032 6.31307  0.0950
H: 3.24124 0.56470 7.83448  0.0840
H: 1.16113 -0.46391 7.02231  0.0995
H: -0.48376 -0.72258 5.52177  0.1219
H: -2.45154 -0.59533 4.46029  0.1097
H: -1.81859 -1.81499 3.33729  0.1080
H: -3.83199 -0.15863 2.60729  0.1125
H: -2.60199 -0.68688 1.44278  0.0876
H: -4.03482 2.14157 1.54267  0.1271
H: -4.07640 4.51622 0.98879  0.1003
H: -3.36110 6.82072 1.49519  0.0854
H: -1.39324 7.19360 2.95678  0.0953
H: -0.05798 5.28772 3.76490  0.1114
C: -4.55896 0.28279 -3.53015  -0.0624
C: -3.05706 0.13038 -3.76842  -0.1960
N: -2.30377 0.02492 -2.52858  -0.0288
C: -1.73903 1.15907 -2.01232  0.0515
C: -0.98593 1.19414 -0.89171  -0.0202
C: -0.40577 2.53732 -0.46689  -0.6063
O: -0.48965 3.46568 -1.26986  0.0294
O: 0.14511 2.57078 0.67626  -0.0811
C: -0.70805 -0.02416 -0.18856  -0.3200
O: -0.01436 -0.09725 0.84899  -0.0734
C: -1.26996 -1.22557 -0.75775  -0.0646
C: -0.98192 -2.46621 -0.17926  0.0949
C: -1.51169 -3.61140 -0.70846  -0.1939
F: -1.15480 -4.80013 -0.15294  0.0501
C: -2.41313 -3.59121 -1.76631  -0.1585
C: -2.70461 -2.35764 -2.34736  0.0556
C: -2.10162 -1.18471 -1.89979  -0.1193
N: -3.07716 -4.74168 -2.29940  -0.0938
C: -2.61954 -5.16610 -3.61093  -0.1398
C: -3.68334 -6.05959 -4.23248  -0.0901
N: -3.88917 -7.23586 -3.32746  0.0577
C: -4.33766 -6.78099 -1.97075  -0.0862
C: -3.24980 -5.87647 -1.40952  -0.1542
H: -5.08739 0.35006 -4.48130  0.0765
H: -4.75256 1.19205 -2.96195  0.0833
H: -4.95416 -0.56302 -2.96631  0.0665
H: -2.68544 1.00323 -4.30247  0.1256
H: -2.85256 -0.74732 -4.38402  0.1106
H: -1.90591 2.07561 -2.56371  0.1479
H: -0.31603 -2.49916 0.67385  0.1508
H: -3.43210 -2.35582 -3.14645  0.1098
H: -1.65963 -5.71100 -3.56621  0.1442
H: -2.47478 -4.28890 -4.23786  0.1359
H: -3.39121 -6.40893 -5.22119  0.1383
H: -4.62741 -5.52188 -4.29649  0.1413
H: -2.98770 -7.70733 -3.21455  0.1815
H: -4.55461 -7.89430 -3.73065  0.1845
H: -4.49475 -7.64809 -1.33184  0.1392
H: -5.26959 -6.23134 -2.08840  0.1416
H: -2.33150 -6.47084 -1.28382  0.1325
H: -3.55088 -5.51608 -0.42862  0.1489
C: 6.57458 -1.57289 1.03159  -0.1104
C: 5.82257 -1.86211 -0.09695  -0.1075
C: 4.72828 -1.07544 -0.43082  -0.1107
C: 4.37435 0.01709 0.35438  -0.3413
C: 5.14062 0.29942 1.48394  -0.1098
C: 6.23305 -0.48250 1.82091  -0.0899
As: 2.69730 1.04035 0.13643  1.4591
C: 3.53331 2.71090 -0.42098  -0.2775
C: 4.11119 3.66855 0.39599  -0.0791
C: 4.62798 4.83153 -0.15550  -0.0863
C: 4.56397 5.04106 -1.52726  -0.0902
C: 3.96781 4.09949 -2.34962  -0.0310
C: 3.43996 2.93481 -1.80199  -0.1895
C: 2.77252 1.86241 -2.55280  -0.1799
C: 2.48135 1.87826 -3.91376  -0.0220
C: 1.83520 0.79854 -4.49656  -0.0973
C: 1.47794 -0.30425 -3.73009  -0.1109
C: 1.75928 -0.32114 -2.37042  -0.1226
C: 2.40936 0.75203 -1.77609  -0.3032
H: 7.41448 -2.20065 1.30220  0.0935
H: 6.08451 -2.71428 -0.71357  0.0931
H: 4.14456 -1.31335 -1.31338  0.0832
H: 4.85547 1.13434 2.11362  0.0812
H: 6.81015 -0.25903 2.70972  0.1003
H: 4.14254 3.51376 1.46815  0.0968
H: 5.07454 5.58248 0.48399  0.0986
H: 4.97307 5.94749 -1.95548  0.0967
H: 3.91600 4.27431 -3.41746  0.1003
H: 2.74314 2.73638 -4.51987  0.1034
H: 1.60466 0.81987 -5.55508  0.0932
H: 0.97047 -1.14278 -4.19603  0.0875
H: 1.46673 -1.17091 -1.76085  0.0979

Summary:
E_tot = -6300.6730 a.u.
2S+1 = 4
gap between HOMO and LUMO (alpha / beta) = 3.4 / 3.5 eV
relative energy (zero: lowest compared OMol25 entry of this formula, charge and spin) = 160.7 kJ/mol
E_HOMO (alpha / beta) = -0.2024 / -0.2047 Eh
F_max = 2.52 eV/Å


No. 6
Below is one molecule with the formula C5H12N2O2, with properties calculated with ωB97M-V/def2-TZVPD.

Last column: Löwdin charge in e.
Atoms and positions in Å:
C: -2.25321 0.61662 -0.81182  -0.1038
O: -1.81414 -0.14976 0.30241  -0.1681
C: -0.53021 0.20600 0.80114  -0.3898
N: -0.41508 -0.48921 2.07882  0.0811
C: 0.67078 -0.07862 -0.18341  -0.4658
C: 2.02493 0.00493 0.54353  -0.0479
N: 0.71501 0.90298 -1.30864  0.0752
C: 0.52424 -1.47352 -0.80177  -0.1639
O: 1.42879 -2.05262 -1.40114  0.0540
H: -2.00818 1.67693 -0.70158  0.0870
H: -3.34049 0.51948 -0.87940  0.0865
H: -1.83065 0.21193 -1.73530  0.0774
H: -0.53470 1.27851 1.03813  0.1491
H: -0.50574 -1.48860 1.90546  0.0824
H: -1.25862 -0.25462 2.60361  0.0875
H: 2.12807 0.94709 1.09320  0.0874
H: 2.15047 -0.82275 1.25135  0.0826
H: 2.86471 -0.06506 -0.15916  0.0845
H: 0.98952 1.81452 -0.94097  0.0850
H: 1.47515 0.62299 -1.93599  0.0872
H: -0.48067 -1.92723 -0.75845  0.1326

Summary:
E_tot = -457.6705 a.u.
gap between HOMO and LUMO = 10.4 eV
relative energy (zero: lowest compared OMol25 entry of this formula, charge and spin) = 206.0 kJ/mol
E_HOMO = -0.3533 Eh
F_max = 2.19 eV/Å